C50H38BrF4MoN5P2Se2 as an isolated structure. Source: the Open Molecules 2025 dataset; level of theory: ωB97M-V/def2-TZVPD.

The calculation puts the HOMO energy (spin up / spin down) at -12.25 / -12.59 eV. As for the relative energy (zero: lowest compared OMol25 entry of this formula, charge and spin): 0.00 kJ/mol. Its expectation value of S² is 2.034. Its LUMO energy (spin up / spin down) is -6.4 / -6.1 eV. The orbital gap (spin up / spin down) comes out at 5.81 / 6.50 eV. As for the charge: +2. Its spin multiplicity is 3.

Cartesian coordinates (Å):
Mo (-0.37, 0.45, -0.38)
C (0.78, 0.28, -7.13)
C (0.59, -0.10, -5.68)
C (1.58, -0.77, -4.96)
C (1.40, -1.12, -3.64)
C (0.22, -0.82, -2.96)
N (0.02, -1.16, -1.58)
C (0.16, -2.53, -1.26)
C (0.19, -3.51, -2.26)
C (0.42, -4.85, -1.99)
C (0.64, -5.29, -0.69)
C (0.95, -6.73, -0.38)
C (0.54, -4.34, 0.31)
C (0.25, -3.00, 0.06)
N (0.05, -2.18, 1.22)
C (-0.14, -2.64, 2.47)
C (-0.10, -1.59, 3.35)
C (0.09, -0.47, 2.56)
N (0.18, -0.82, 1.27)
C (-0.76, -0.14, -3.68)
C (-0.58, 0.22, -5.00)
N (-1.95, 0.29, -3.01)
C (-3.16, 0.46, -3.57)
C (-3.87, 1.34, -2.78)
C (-3.01, 1.68, -1.74)
N (-1.84, 1.04, -1.87)
H (1.73, -0.08, -7.51)
H (-0.02, -0.13, -7.74)
H (0.76, 1.37, -7.24)
H (2.51, -1.03, -5.45)
H (2.17, -1.68, -3.12)
H (0.02, -3.22, -3.28)
H (0.43, -5.56, -2.81)
H (1.19, -7.29, -1.28)
H (1.79, -6.81, 0.31)
H (0.10, -7.22, 0.09)
H (0.72, -4.67, 1.32)
H (-0.32, -3.69, 2.66)
H (-0.21, -1.63, 4.42)
H (0.15, 0.56, 2.85)
H (-1.35, 0.78, -5.51)
H (-3.43, -0.05, -4.48)
H (-4.88, 1.69, -2.93)
H (-3.19, 2.35, -0.92)
F (5.30, 4.17, -3.43)
C (4.59, 3.40, -2.63)
C (5.21, 2.69, -1.62)
F (6.52, 2.78, -1.46)
C (4.46, 1.89, -0.79)
F (5.12, 1.24, 0.17)
C (3.08, 1.76, -0.93)
P (2.10, 0.74, 0.24)
C (2.49, 1.64, 1.78)
C (1.90, 2.89, 1.94)
C (2.13, 3.65, 3.08)
C (2.97, 3.16, 4.07)
C (3.62, 1.95, 3.89)
C (3.39, 1.19, 2.75)
C (2.98, -0.85, 0.21)
C (3.01, -1.72, 1.30)
C (3.69, -2.92, 1.21)
C (4.33, -3.28, 0.03)
C (4.29, -2.43, -1.06)
C (3.62, -1.22, -0.97)
C (2.49, 2.51, -1.93)
Br (0.62, 2.48, -2.16)
C (3.22, 3.31, -2.78)
F (2.62, 4.01, -3.74)
H (1.29, 3.31, 1.15)
H (1.66, 4.62, 3.19)
H (3.14, 3.74, 4.97)
H (4.32, 1.59, 4.63)
H (3.95, 0.28, 2.61)
H (2.49, -1.48, 2.22)
H (3.73, -3.58, 2.07)
H (4.87, -4.22, -0.03)
H (4.79, -2.71, -1.98)
H (3.63, -0.54, -1.81)
Se (-1.27, 2.37, 1.18)
P (-3.01, 1.13, 1.67)
Se (-2.74, -0.72, 0.53)
C (-3.08, 0.81, 3.44)
C (-2.96, 1.90, 4.31)
C (-3.05, 1.70, 5.67)
C (-3.28, 0.43, 6.18)
C (-3.42, -0.65, 5.32)
C (-3.32, -0.47, 3.94)
C (-4.56, 1.96, 1.29)
C (-4.61, 3.33, 1.02)
C (-5.84, 3.93, 0.76)
C (-7.00, 3.17, 0.78)
C (-6.95, 1.81, 1.06)
C (-5.73, 1.20, 1.32)
H (-2.78, 2.89, 3.91)
H (-2.97, 2.55, 6.35)
H (-3.36, 0.28, 7.25)
H (-3.61, -1.64, 5.71)
H (-3.43, -1.30, 3.26)
H (-3.71, 3.92, 1.02)
H (-5.89, 4.99, 0.55)
H (-7.96, 3.64, 0.58)
H (-7.86, 1.22, 1.09)
H (-5.69, 0.14, 1.54)

=====

C50H38N6O6PdS5 as an isolated structure in a non-equilibrium geometry. Source: the Open Molecules 2025 dataset; level of theory: ωB97M-V/def2-TZVPD.

The calculation puts the HOMO energy (spin up / spin down) at -7.78 / -7.76 eV. As for the relative energy (zero: lowest compared OMol25 entry of this formula, charge and spin): 63.67 kJ/mol. Its expectation value of S² is 2.023. Its LUMO energy (spin up / spin down) is -0.3 / -0.8 eV. The orbital gap (spin up / spin down) comes out at 7.44 / 6.94 eV. Its spin multiplicity is 3.

Cartesian coordinates (Å):
Pd (-0.05, 2.97, -0.55)
N (-0.57, 1.44, 0.95)
S (0.38, 0.76, 1.83)
N (0.98, -0.68, 1.23)
S (0.06, -1.57, 0.38)
N (-0.91, -1.08, -0.71)
S (-0.59, -0.11, -2.01)
N (0.11, 1.16, -1.93)
C (0.25, -1.26, -3.11)
C (1.56, -0.93, -3.43)
C (2.30, -1.78, -4.24)
C (1.72, -2.95, -4.72)
C (0.40, -3.27, -4.40)
C (-0.34, -2.42, -3.58)
C (-2.25, -0.10, -2.67)
C (-2.51, 0.95, -3.54)
C (-3.77, 1.05, -4.12)
C (-4.75, 0.10, -3.82)
C (-4.47, -0.95, -2.96)
C (-3.22, -1.06, -2.37)
C (-1.03, -2.48, 1.44)
C (-0.46, -3.15, 2.51)
C (-1.29, -3.76, 3.44)
C (-2.67, -3.69, 3.28)
C (-3.23, -3.01, 2.21)
C (-2.41, -2.39, 1.27)
C (1.21, -2.78, -0.22)
C (0.75, -4.05, -0.54)
C (1.64, -4.98, -1.05)
C (2.97, -4.62, -1.25)
C (3.41, -3.34, -0.95)
C (2.53, -2.41, -0.42)
C (-0.42, 0.19, 3.35)
C (-1.81, 0.21, 3.33)
C (-2.51, -0.21, 4.44)
C (-1.83, -0.64, 5.57)
C (-0.44, -0.66, 5.58)
C (0.27, -0.24, 4.47)
C (1.91, 1.41, 2.52)
C (1.94, 2.75, 2.87)
C (3.08, 3.26, 3.46)
C (4.18, 2.44, 3.70)
C (4.14, 1.10, 3.35)
C (3.00, 0.57, 2.75)
H (1.96, 0.00, -3.04)
H (3.32, -1.55, -4.49)
H (2.30, -3.62, -5.34)
H (-0.05, -4.17, -4.78)
H (-1.37, -2.67, -3.34)
H (-1.74, 1.68, -3.72)
H (-3.99, 1.87, -4.78)
H (-5.73, 0.19, -4.28)
H (-5.23, -1.69, -2.74)
H (-2.99, -1.85, -1.68)
H (0.62, -3.18, 2.62)
H (-0.87, -4.28, 4.29)
H (-3.32, -4.15, 4.01)
H (-4.30, -2.95, 2.10)
H (-2.81, -1.83, 0.44)
H (-0.29, -4.31, -0.38)
H (1.30, -5.97, -1.29)
H (3.66, -5.35, -1.65)
H (4.45, -3.07, -1.12)
H (2.85, -1.40, -0.18)
H (-2.30, 0.57, 2.43)
H (-3.60, -0.18, 4.44)
H (-2.38, -0.96, 6.45)
H (0.09, -1.00, 6.47)
H (1.35, -0.24, 4.49)
H (1.08, 3.38, 2.68)
H (3.12, 4.31, 3.73)
H (5.07, 2.86, 4.16)
H (4.99, 0.46, 3.53)
H (2.96, -0.47, 2.47)
O (1.08, 4.37, -2.05)
C (1.80, 3.79, -2.84)
C (2.72, 2.72, -2.54)
C (3.53, 2.25, -3.56)
C (4.45, 1.25, -3.33)
C (4.63, 0.74, -2.03)
C (3.86, 1.19, -1.01)
C (2.82, 2.17, -1.21)
O (2.10, 2.54, -0.24)
N (5.23, 0.72, -4.43)
O (5.18, 1.28, -5.51)
O (5.89, -0.29, -4.23)
H (1.82, 4.14, -3.89)
H (3.43, 2.65, -4.56)
H (5.41, 0.00, -1.87)
H (4.00, 0.84, 0.01)
O (-0.72, 3.92, 2.98)
S (-1.73, 4.52, 2.15)
O (-2.25, 5.79, 2.59)
N (-1.27, 4.64, 0.56)
C (-2.04, 3.87, -0.23)
S (-2.01, 3.98, -1.93)
C (-3.09, 3.09, 0.51)
C (-4.01, 2.20, 0.00)
C (-4.92, 1.62, 0.88)
C (-4.92, 1.95, 2.23)
C (-3.99, 2.86, 2.74)
C (-3.08, 3.39, 1.85)
H (-4.03, 1.98, -1.06)
H (-5.65, 0.91, 0.50)
H (-5.65, 1.52, 2.90)
H (-3.99, 3.14, 3.78)

=====

C50H39F9N4O3PPdSSe as an isolated structure in a non-equilibrium geometry. Source: the Open Molecules 2025 dataset; level of theory: ωB97M-V/def2-TZVPD.

The calculation puts the HOMO energy at -4.20 eV. As for the relative energy (zero: lowest compared OMol25 entry of this formula, charge and spin): 33.85 kJ/mol. Its LUMO energy is 1.8 eV. The orbital gap comes out at 6.04 eV. As for the charge: -1.

Cartesian coordinates (Å):
Pd (-0.55, -1.28, -1.39)
O (0.25, 0.27, 1.23)
C (-0.38, -0.09, 2.45)
C (-1.21, -1.42, 2.14)
O (-1.75, -2.02, 3.06)
O (-1.24, -1.71, 0.93)
C (-1.33, 1.00, 2.91)
C (-1.53, 2.12, 2.12)
C (-2.37, 3.14, 2.53)
C (-3.02, 3.06, 3.74)
C (-2.83, 1.94, 4.54)
C (-1.99, 0.92, 4.13)
C (0.68, -0.26, 3.54)
C (0.72, -1.33, 4.41)
C (1.71, -1.42, 5.38)
C (2.68, -0.43, 5.47)
C (2.65, 0.64, 4.60)
C (1.64, 0.74, 3.65)
H (-0.31, -0.19, 0.56)
H (-1.00, 2.20, 1.18)
H (-2.50, 4.00, 1.89)
H (-3.66, 3.86, 4.07)
H (-3.34, 1.87, 5.49)
H (-1.85, 0.05, 4.77)
H (-0.04, -2.10, 4.33)
H (1.73, -2.26, 6.06)
H (3.46, -0.50, 6.22)
H (3.40, 1.42, 4.66)
H (1.60, 1.58, 2.98)
N (-1.07, 0.51, -3.55)
C (-1.81, 1.40, -2.88)
S (-1.93, 1.22, -1.23)
N (-2.38, 2.40, -3.61)
C (-3.35, 3.35, -3.26)
C (-4.01, 3.39, -2.04)
C (-4.99, 4.34, -1.81)
C (-5.32, 5.27, -2.79)
C (-4.66, 5.24, -4.00)
C (-3.68, 4.30, -4.24)
H (-0.66, -0.27, -2.94)
H (-0.99, 0.49, -4.55)
H (-2.08, 2.46, -4.57)
H (-3.77, 2.69, -1.26)
H (-5.49, 4.36, -0.86)
H (-6.09, 6.01, -2.60)
H (-4.91, 5.96, -4.77)
H (-3.16, 4.29, -5.19)
C (-1.98, -4.21, -0.17)
N (-2.69, -3.12, -0.79)
C (-2.24, -2.38, -1.85)
Se (-1.05, -3.00, -3.18)
N (-3.26, -1.52, -2.20)
C (-4.26, -1.60, -1.27)
C (-5.44, -0.88, -1.15)
C (-6.25, -1.19, -0.06)
C (-5.88, -2.18, 0.84)
C (-4.71, -2.90, 0.71)
C (-3.90, -2.61, -0.37)
H (-0.94, -4.20, -0.53)
H (-2.45, -5.16, -0.44)
H (-1.98, -4.08, 0.91)
H (-3.22, -0.89, -2.99)
H (-5.69, -0.10, -1.85)
H (-7.16, -0.64, 0.08)
H (-6.53, -2.38, 1.69)
H (-4.42, -3.64, 1.44)
F (7.04, -1.71, -5.03)
C (6.37, -0.55, -4.95)
F (6.03, -0.22, -6.21)
F (7.28, 0.38, -4.56)
C (5.19, -0.61, -4.02)
C (4.13, 0.28, -4.18)
C (3.07, 0.24, -3.30)
C (3.06, -0.67, -2.24)
C (4.12, -1.55, -2.09)
C (5.19, -1.52, -2.97)
P (1.65, -0.56, -1.05)
C (2.36, 0.92, -0.25)
C (1.68, 2.12, -0.44)
C (2.22, 3.31, 0.00)
C (3.46, 3.30, 0.62)
C (4.13, 2.10, 0.85)
C (3.59, 0.91, 0.41)
C (4.11, 4.59, 1.03)
F (3.77, 5.01, 2.26)
F (3.80, 5.60, 0.19)
F (5.45, 4.52, 1.03)
C (1.98, -2.02, -0.01)
C (2.24, -2.00, 1.35)
C (2.29, -3.18, 2.06)
C (2.09, -4.39, 1.41)
C (1.83, -4.42, 0.04)
C (1.77, -3.24, -0.67)
C (2.16, -5.69, 2.15)
F (3.31, -6.36, 1.88)
F (1.18, -6.54, 1.81)
F (2.12, -5.57, 3.48)
H (4.14, 0.97, -5.01)
H (2.24, 0.92, -3.42)
H (4.13, -2.27, -1.29)
H (6.01, -2.21, -2.86)
H (0.71, 2.09, -0.92)
H (1.70, 4.24, -0.15)
H (5.08, 2.10, 1.36)
H (4.12, -0.02, 0.55)
H (2.34, -1.06, 1.86)
H (2.45, -3.16, 3.13)
H (1.66, -5.37, -0.45)
H (1.55, -3.25, -1.73)

=====

C50H39IrOP2S as an isolated structure in a non-equilibrium geometry. Source: the Open Molecules 2025 dataset; level of theory: ωB97M-V/def2-TZVPD.

The calculation puts the HOMO energy (spin up / spin down) at -15.46 / -16.15 eV. As for the relative energy (zero: lowest compared OMol25 entry of this formula, charge and spin): 211.21 kJ/mol. Its expectation value of S² is 0.839. Its LUMO energy (spin up / spin down) is -10.0 / -10.1 eV. The orbital gap (spin up / spin down) comes out at 5.48 / 6.07 eV. As for the charge: +3. Its spin multiplicity is 2.

Cartesian coordinates (Å):
Ir (-0.46, 0.70, 0.96)
O (-0.35, 3.79, 0.75)
S (-0.25, 2.65, -0.16)
C (1.29, 2.80, -1.01)
C (1.53, 4.06, -1.54)
C (2.76, 4.35, -2.11)
C (3.75, 3.38, -2.12)
C (3.53, 2.13, -1.55)
C (2.29, 1.82, -0.98)
P (2.24, 0.31, 0.00)
C (2.71, 0.91, 1.64)
C (1.77, 1.43, 2.54)
C (2.17, 2.01, 3.73)
C (3.53, 2.09, 4.03)
C (4.47, 1.61, 3.13)
C (4.07, 1.03, 1.93)
C (3.47, -0.84, -0.60)
C (3.65, -1.04, -1.97)
C (4.57, -1.98, -2.41)
C (5.30, -2.72, -1.49)
C (5.09, -2.56, -0.13)
C (4.16, -1.64, 0.33)
C (-1.57, 2.77, -1.34)
C (-1.52, 3.63, -2.43)
C (-2.71, 3.88, -3.11)
C (-3.90, 3.31, -2.68)
C (-3.92, 2.44, -1.60)
C (-2.73, 2.14, -0.95)
P (-2.68, 0.97, 0.41)
C (-3.69, 1.62, 1.71)
C (-3.26, 2.80, 2.32)
C (-4.03, 3.37, 3.32)
C (-5.21, 2.75, 3.72)
C (-5.64, 1.58, 3.10)
C (-4.88, 1.00, 2.10)
C (-3.34, -0.60, -0.16)
C (-3.46, -1.62, 0.79)
C (-3.94, -2.86, 0.41)
C (-4.30, -3.09, -0.91)
C (-4.16, -2.08, -1.86)
C (-3.66, -0.84, -1.49)
H (0.77, 4.84, -1.47)
H (2.94, 5.33, -2.53)
H (4.72, 3.60, -2.55)
H (4.34, 1.42, -1.52)
H (0.67, 1.46, 2.34)
H (1.44, 2.40, 4.42)
H (3.84, 2.55, 4.96)
H (5.52, 1.69, 3.36)
H (4.82, 0.68, 1.24)
H (3.09, -0.47, -2.69)
H (4.72, -2.12, -3.47)
H (6.04, -3.44, -1.84)
H (5.64, -3.16, 0.59)
H (3.97, -1.54, 1.39)
H (-0.61, 4.11, -2.75)
H (-2.70, 4.54, -3.97)
H (-4.83, 3.55, -3.20)
H (-4.85, 1.99, -1.27)
H (-2.34, 3.29, 2.01)
H (-3.71, 4.29, 3.80)
H (-5.80, 3.17, 4.52)
H (-6.58, 1.12, 3.40)
H (-5.22, 0.09, 1.62)
H (-3.21, -1.43, 1.83)
H (-4.05, -3.65, 1.15)
H (-4.70, -4.05, -1.21)
H (-4.45, -2.26, -2.89)
H (-3.54, -0.06, -2.24)
C (1.39, -5.69, 1.91)
C (1.79, -5.12, 0.69)
C (1.58, -3.79, 0.45)
C (0.96, -2.99, 1.44)
C (0.58, -3.58, 2.68)
C (0.78, -4.92, 2.90)
C (0.74, -1.60, 1.26)
C (0.75, -0.83, 0.06)
C (0.20, -1.28, -1.26)
C (0.38, -0.52, -2.41)
C (-0.08, -0.95, -3.64)
C (-0.74, -2.17, -3.75)
C (-0.97, -2.91, -2.60)
C (-0.52, -2.47, -1.37)
H (1.56, -6.75, 2.09)
H (2.28, -5.74, -0.05)
H (1.91, -3.34, -0.47)
H (0.13, -2.96, 3.45)
H (0.46, -5.37, 3.83)
H (0.50, -1.08, 2.20)
H (0.88, 0.45, -2.35)
H (0.10, -0.35, -4.53)
H (-1.07, -2.52, -4.71)
H (-1.51, -3.85, -2.67)
H (-0.74, -3.06, -0.49)